ORCA calculation (the ωB97M-V functional and the def2-TZVPD basis) on a 5-piece molecular cluster, C18H38F2NO12 overall at a distorted geometry.

Bonds (Å) are listed after each position.
Element x y z (Å)
1 N 0.3603 -0.1914 0.2387  H2 1.152, H3 0.909, H4 0.888, H5 1.012
2 H 0.1963 0.8516 -0.2213  N1 1.152
3 H -0.2267 -0.2524 0.9297  N1 0.909
4 H 1.1873 -0.2584 0.5547  N1 0.888
5 H 0.1073 -0.8474 -0.4893  N1 1.012
6 C -2.2877 2.2086 -5.0793  C7 1.534, O11 1.416, H13 1.097, H14 1.083
7 C -1.4687 1.3856 -6.0813  C6 1.534, O8 1.382, F12 1.428, H15 1.116
8 O -0.5297 0.7116 -5.3233  C7 1.382, C9 1.368
9 C -0.8817 0.8076 -4.0053  O8 1.368, O10 1.191, O11 1.376
10 O -0.1987 0.2386 -3.2123  C9 1.191
11 O -1.9287 1.6796 -3.8153  C6 1.416, C9 1.376
12 F -0.6867 2.2206 -6.9353  C7 1.428
13 H -3.3467 2.0266 -5.3023  C6 1.097
14 H -2.1977 3.2876 -5.0953  C6 1.083
15 H -2.1667 0.7376 -6.6623  C7 1.116
16 C -0.8477 -0.6104 5.7987  C17 1.586, O21 1.428, H23 1.069, H24 0.994
17 C -0.4987 -2.1114 6.1757  C16 1.586, O18 1.426, F22 1.282, H25 1.140
18 O -0.1517 -2.6674 4.9087  C17 1.426, C19 1.437
19 C -0.5347 -1.8344 3.8017  O18 1.437, O20 1.192, O21 1.361
20 O -0.3877 -2.0844 2.6457  C19 1.192
21 O -1.0427 -0.7164 4.3877  C16 1.428, C19 1.361
22 F -1.4697 -2.6314 6.8317  C17 1.282
23 H 0.0063 0.0246 5.9047  C16 1.069
24 H -1.7417 -0.2054 5.9577  C16 0.994
25 H 0.3963 -2.0834 6.8817  C17 1.140
26 C -1.8847 2.7686 0.0677  O27 1.414, H35 1.117, H36 1.092, H37 0.953
27 O -1.9547 1.5576 0.7947  C26 1.414, C28 1.413
28 C -3.1557 0.8206 0.6877  O27 1.413, C29 1.606, H38 1.223, H39 1.121
29 C -3.0477 -0.1104 -0.6163  C28 1.606, O30 1.241, H40 1.092, H41 1.132
30 O -2.3097 -1.0744 -0.3593  C29 1.241, C31 1.446
31 C -2.4957 -2.2024 -1.2443  O30 1.446, C32 1.603, H42 0.963, H43 1.115
32 C -1.7637 -3.5294 -0.7213  C31 1.603, O33 1.549, H44 1.111, H45 1.025
33 O -0.4137 -3.1594 -0.0573  C32 1.549, C34 1.412
34 C 0.0023 -4.3124 0.6427  O33 1.412, H46 0.968, H47 1.190, H48 1.054
35 H -0.8877 3.2676 0.1417  C26 1.117
36 H -2.4407 3.5466 0.5957  C26 1.092
37 H -1.9307 2.5646 -0.8623  C26 0.953
38 H -4.1327 1.5526 0.7687  C28 1.223
39 H -3.3467 0.2186 1.6137  C28 1.121
40 H -2.4457 0.5726 -1.2193  C29 1.092
41 H -4.0557 -0.1894 -1.1243  C29 1.132
42 H -2.2457 -2.1054 -2.1693  C31 0.963
43 H -3.5167 -2.6444 -1.3203  C31 1.115
44 H -1.4797 -4.0784 -1.6443  C32 1.111
45 H -2.3177 -4.0164 -0.0103  C32 1.025
46 H 0.9123 -4.2534 0.9687  C34 0.968
47 H 0.1413 -5.0694 -0.2653  C34 1.190
48 H -0.7277 -4.5674 1.3587  C34 1.054
49 C 1.6133 1.6966 3.2027  O50 1.355, H58 0.980, H59 1.119, H60 1.080
50 O 1.7253 1.9606 1.8787  C49 1.355, C51 1.439
51 C 2.5483 3.1206 1.6577  O50 1.439, C52 1.597, H61 1.107, H62 1.148
52 C 2.5803 3.0056 0.0647  C51 1.597, O53 1.261, H63 1.068, H64 0.985
53 O 2.9203 1.8246 -0.2173  C52 1.261, C54 1.487
54 C 2.9713 1.4996 -1.6673  O53 1.487, C55 1.543, H65 1.044, H66 1.027
55 C 3.6893 0.1416 -1.8083  C54 1.543, O56 1.405, H67 0.990, H68 1.125
56 O 2.9293 -0.9154 -1.2793  C55 1.405, C57 1.380
57 C 3.5463 -2.1444 -1.3963  O56 1.380, H69 1.198, H70 1.209, H71 1.103
58 H 0.9603 0.9696 3.2807  C49 0.980
59 H 1.3993 2.6096 3.8137  C49 1.119
60 H 2.6393 1.4696 3.4527  C49 1.080
61 H 3.5503 2.8216 2.0217  C51 1.107
62 H 2.1683 4.1416 2.0207  C51 1.148
63 H 3.3233 3.6006 -0.4203  C52 1.068
64 H 1.7383 3.1716 -0.4183  C52 0.985
65 H 3.5483 2.1046 -2.2923  C54 1.044
66 H 1.9703 1.3836 -1.8663  C54 1.027
67 H 4.6223 0.3006 -1.5163  C55 0.990
68 H 3.7163 -0.0514 -2.9163  C55 1.125
69 H 4.7083 -2.2544 -1.1243  C57 1.198
70 H 3.7353 -2.6704 -2.4683  C57 1.209
71 H 3.2323 -3.0314 -0.8213  C57 1.103

Energy relative to the best compared isomer or geometry (same formula, charge and spin), kJ/mol: 147.1
Multiplicity: 1
LUMO level, eV: -1.736
Total charge: +1
M, u: 498.49
Frontier orbital gap, eV: 10.288

ORCA calculation (the ωB97M-V functional and the def2-TZVPD basis) on a 4-piece molecular cluster, C18H38N9O4S overall at a distorted geometry.

Bonds (Å) are listed after each position.
Element x y z (Å)
1 C 0.1120 -4.4522 1.6724  C2 1.614, H18 1.138, H19 1.144, H20 1.141
2 C -1.1203 -3.5470 1.1564  C1 1.614, N3 1.495, H21 1.149, H22 1.154
3 N -1.5055 -2.4781 2.1276  C2 1.495, C4 1.482, H23 1.039
4 C -2.4899 -1.5172 1.5760  N3 1.482, C5 1.616, C13 1.637, N17 1.503
5 C -2.2086 0.0549 1.8237  C4 1.616, C6 1.604, H24 1.145, H25 1.139
6 C -1.4396 0.7738 0.6139  C5 1.604, S7 1.874, H26 1.142, H27 1.144
7 S 0.2577 1.4249 1.0675  C6 1.874, C8 1.837
8 C 1.3369 -0.0413 1.3111  S7 1.837, N9 1.432, O12 1.436
9 N 1.8396 -0.9775 0.3509  C8 1.432, N10 1.378
10 N 2.5818 -1.9071 1.0468  N9 1.378, C11 1.428
11 C 2.5004 -1.5222 2.4191  N10 1.428, O12 1.408, H28 1.135
12 O 1.7579 -0.3485 2.6496  C8 1.436, C11 1.408
13 C -3.8342 -1.8515 2.4483  C4 1.637, N14 1.525, H29 1.150, H30 1.147
14 N -4.9311 -2.4504 1.5741  C13 1.525, C15 1.446, H31 1.041
15 C -4.2307 -2.6959 0.3325  N14 1.446, N16 1.339, N17 1.501
16 N -4.4097 -3.6043 -0.6341  C15 1.339, H32 1.033, H33 1.027
17 N -3.0790 -1.7410 0.2117  C4 1.503, C15 1.501, H34 1.046
18 H -0.0678 -4.9109 2.6986  C1 1.138
19 H 0.3574 -5.2867 0.9295  C1 1.144
20 H 1.0394 -3.7931 1.7542  C1 1.141
21 H -0.8805 -3.1228 0.1158  C2 1.149
22 H -1.9930 -4.2843 0.9913  C2 1.154
23 H -0.6119 -2.0112 2.3781  N3 1.039
24 H -3.2391 0.5455 1.9204  C5 1.145
25 H -1.6652 0.2096 2.8126  C5 1.139
26 H -2.0544 1.6913 0.3251  C6 1.142
27 H -1.3538 0.1242 -0.3240  C6 1.144
28 H 2.9986 -2.1292 3.2383  C11 1.135
29 H -4.3685 -0.9643 2.9475  C13 1.150
30 H -3.4885 -2.6681 3.1761  C13 1.147
31 H -5.3841 -3.2816 2.0066  N14 1.041
32 H -4.4001 -3.2585 -1.6077  N16 1.033
33 H -4.4754 -4.6145 -0.4633  N16 1.027
34 H -3.6314 -0.8601 0.1023  N17 1.046
35 C 0.0675 1.7561 -3.4902  C36 1.505, H40 1.090, H41 1.092, H42 1.092
36 C -1.4072 1.4699 -3.5882  C35 1.505, O37 1.226, N38 1.361
37 O -1.8592 0.3347 -3.4886  C36 1.226
38 N -2.2487 2.5191 -3.7934  C36 1.361, C39 1.448, H43 1.010
39 C -1.9186 3.9214 -3.9365  N38 1.448, H44 1.092, H45 1.092, H46 1.088
40 H 0.6069 0.8230 -3.3260  C35 1.090
41 H 0.4274 2.2037 -4.4190  C35 1.092
42 H 0.2641 2.4220 -2.6468  C35 1.092
43 H -3.2203 2.2481 -3.8478  N38 1.010
44 H -2.4371 4.4778 -3.1523  C39 1.092
45 H -2.2783 4.2610 -4.9101  C39 1.092
46 H -0.8487 4.1026 -3.8623  C39 1.088
47 C 0.4026 4.9836 0.7962  C48 1.505, H52 1.089, H53 1.092, H54 1.092
48 C -1.0698 4.6909 0.6945  C47 1.505, O49 1.231, N50 1.357
49 O -1.5200 3.5487 0.7892  C48 1.231
50 N -1.9137 5.7338 0.4917  C48 1.357, C51 1.449, H55 1.010
51 C -1.5899 7.1390 0.3540  N50 1.449, H56 1.092, H57 1.092, H58 1.088
52 H 0.9458 4.0532 0.9577  C47 1.089
53 H 0.7611 5.4358 -0.1308  C47 1.092
54 H 0.5966 5.6474 1.6411  C47 1.092
55 H -2.8842 5.4584 0.4347  N50 1.010
56 H -2.1124 7.6895 1.1387  C51 1.092
57 H -1.9496 7.4798 -0.6190  C51 1.092
58 H -0.5212 7.3253 0.4308  C51 1.088
59 C 7.5216 -3.8005 -1.2358  C60 1.505, H64 1.090, H65 1.092, H66 1.092
60 C 7.4341 -2.3564 -0.8195  C59 1.505, O61 1.223, N62 1.362
61 O 8.3722 -1.5835 -0.9549  C60 1.223
62 N 6.2650 -1.9166 -0.2774  C60 1.362, C63 1.448, H67 1.010
63 C 5.0482 -2.6632 -0.0338  N62 1.448, H68 1.090, H69 1.090, H70 1.088
64 H 8.5114 -3.9972 -1.6480  C59 1.090
65 H 7.3719 -4.4513 -0.3716  C59 1.092
66 H 6.7777 -4.0163 -2.0057  C59 1.092
67 H 6.2850 -0.9390 -0.0245  N62 1.010
68 H 4.2388 -2.1855 -0.5859  C63 1.090
69 H 4.8276 -2.6163 1.0325  C63 1.090
70 H 5.1338 -3.7035 -0.3418  C63 1.088

Energy relative to the best compared isomer or geometry (same formula, charge and spin), kJ/mol: 441.1
Multiplicity: 1
LUMO level, eV: -4.317
Total charge: +1
M, u: 476.63
Frontier orbital gap, eV: 6.164